# 1
19
Properties=species:S:1:pos:R:3:forces:R:3 method="wB97M-V/def2-TZVPD" smiles="CN/C=C/CCN" e_above_lowest_kj_mol=176.6 total_charge=0 energy_ev=-8358.30599
C -1.407 -2.664 0.209 0.0 0.2 -1.0
N 0.031 -2.496 -0.152 -0.7 -0.3 1.5
C 0.344 -1.179 -0.491 0.5 1.9 -1.2
C 0.779 -0.098 0.176 1.1 -1.4 0.3
C 1.327 1.151 -0.465 -1.1 1.2 1.4
C 0.602 2.323 0.258 -0.7 0.3 -0.1
N -0.745 2.517 -0.332 0.1 -0.4 0.6
H -1.635 -2.806 1.262 0.4 0.0 0.2
H -1.948 -1.772 -0.116 0.0 -0.1 0.1
H -1.830 -3.496 -0.346 -0.1 -0.3 0.0
H 0.609 -2.832 0.609 0.0 0.1 0.0
H 0.241 -0.964 -1.559 -0.2 -0.3 -0.1
H 1.016 -0.142 1.244 -0.3 -0.2 -0.1
H 1.130 1.197 -1.528 0.3 0.0 -0.3
H 2.374 1.280 -0.199 0.3 -0.4 -0.4
H 0.600 2.081 1.344 -0.2 -0.1 -0.4
H 1.004 3.340 0.230 0.9 -0.4 -0.4
H -1.325 2.947 0.383 -0.2 0.0 -0.3
H -1.166 1.612 -0.527 0.0 0.0 0.1

---

# 2
17
Properties=species:S:1:pos:R:3:forces:R:3 method="wB97M-V/def2-TZVPD" smiles="C=N.O.O.O.O" e_above_lowest_kj_mol=194.1 total_charge=0 energy_ev=-10894.01326
C 0.954 -2.037 -5.055 1.0 -1.3 2.9
N 1.823 -2.241 -4.132 0.2 0.0 -1.3
H 0.141 -2.731 -4.874 -0.9 0.7 -1.0
H 1.095 -1.256 -5.765 -0.4 0.1 -1.1
H 2.665 -1.730 -4.388 0.2 0.5 0.6
O -1.778 1.989 -1.333 -0.2 0.0 0.1
H -2.594 1.875 -0.829 0.2 0.0 -0.1
H -1.480 1.095 -1.525 0.0 0.0 0.0
O -0.829 -4.292 -1.543 0.0 0.5 -0.4
H -0.039 -3.779 -1.336 0.0 -0.2 0.1
H -1.172 -3.830 -2.324 0.0 -0.3 0.3
O -1.345 2.798 3.918 -0.2 0.9 0.2
H -1.044 3.382 4.628 0.3 -0.5 0.2
H -2.019 3.385 3.550 -0.1 -0.4 -0.4
O 1.675 2.787 6.459 0.1 0.0 0.0
H 2.455 2.224 6.400 -0.1 0.0 0.0
H 1.578 3.155 5.575 0.0 0.0 0.0

---

Number 1: Kohn-Sham gap 9.87 eV. Number 2: Kohn-Sham gap 11.11 eV.